The following is a quantum chemistry calculation of C7H12 as an isolated structure at a distorted geometry, from OMol25.

Computed properties:
Frontier orbital gap   8.584 eV
ΔE to the lowest compared entry with this formula, charge and spin   505.9 kJ/mol
F_max   0.020 hartree/bohr
Spin multiplicity   1
E_tot   -273.7159 a.u.

```
19
C7H12 the ωB97M-V functional and the def2-TZVPD basis
C 2.528 0.341 -0.784
C 1.246 -0.460 -0.655
C 0.063 -0.212 1.041
C -0.649 1.128 0.856
C -1.955 0.325 0.792
C -1.978 -0.516 -0.433
C -1.166 -1.000 0.748
H 2.911 0.291 -1.811
H 3.309 -0.026 -0.110
H 2.352 1.395 -0.547
H 0.439 -0.059 -1.247
H 1.364 -1.534 -0.830
H 1.155 -0.486 0.707
H -0.430 1.681 -0.067
H -0.545 1.818 1.700
H -2.835 0.512 1.398
H -2.889 -1.080 -0.615
H -1.502 -0.163 -1.347
H -1.417 -1.956 1.205
```

Computed Löwdin charges, given in elementary charges: atom 1 (C): -0.128, atom 2 (C): -0.156, atom 3 (C): -0.103, atom 4 (C): -0.153, atom 5 (C): -0.210, atom 6 (C): -0.102, atom 7 (C): -0.230, atom 8 (H): 0.074, atom 9 (H): 0.073, atom 10 (H): 0.073, atom 11 (H): 0.056, atom 12 (H): 0.103, atom 13 (H): 0.047, atom 14 (H): 0.105, atom 15 (H): 0.102, atom 16 (H): 0.129, atom 17 (H): 0.103, atom 18 (H): 0.092, atom 19 (H): 0.124